DFT (ωB97M-V/def2-TZVPD) results for the molecule C22H25N3O2.

E_LUMO: 0.593 eV
SMILES: C=CCNC(=O)C[C@H]1C(=O)NCCN1Cc1ccc(-c2ccccc2)cc1
Kohn-Sham gap: 8.9 eV
E: -1168.10431 hartree
energy above the lowest of the compared OMol25 structures with the same formula, charge and spin: 144.27 kJ/mol
M: 363.46 Da
HOMO level: -8.327 eV

Atoms and positions in Å:
C: 3.19741 2.05853 4.59584
C: 2.99232 0.82905 4.16529
C: 3.03314 0.42066 2.72310
N: 1.84067 -0.31240 2.35513
C: 0.97668 0.12799 1.42655
O: 1.14761 1.12867 0.75624
C: -0.26431 -0.74659 1.27087
C: 0.05103 -2.27181 1.16929
C: -0.17406 -2.83774 2.56554
O: 0.61159 -2.62705 3.47815
N: -1.32555 -3.49087 2.77661
C: -2.28209 -3.89473 1.77051
C: -2.11832 -3.03518 0.51587
N: -0.71091 -3.02315 0.20249
C: -0.31277 -2.90663 -1.19133
C: -0.37795 -1.51502 -1.76879
C: -1.59074 -0.95617 -2.15610
C: -1.65833 0.36082 -2.56941
C: -0.51441 1.15358 -2.59970
C: -0.58821 2.57591 -2.96181
C: 0.09799 3.51662 -2.19681
C: 0.03275 4.85917 -2.51974
C: -0.71109 5.27925 -3.61044
C: -1.39687 4.35008 -4.37465
C: -1.34011 3.00683 -4.05084
C: 0.70606 0.57954 -2.25491
C: 0.77140 -0.73801 -1.85154
H: 3.16641 2.30984 5.64255
H: 3.41101 2.86669 3.91587
H: 2.77177 0.02648 4.85751
H: 3.91055 -0.21856 2.55230
H: 3.09477 1.29364 2.06944
H: 1.59428 -1.11889 2.92555
H: -0.78671 -0.41013 0.37614
H: -0.90993 -0.55457 2.13295
H: 1.11040 -2.39655 0.92155
H: -1.45262 -3.86101 3.70942
H: -2.11448 -4.94743 1.50998
H: -3.29111 -3.79280 2.18054
H: -2.53017 -2.02967 0.69300
H: -2.67297 -3.49363 -0.30380
H: 0.71537 -3.27781 -1.25671
H: -0.95458 -3.58523 -1.76045
H: -2.49196 -1.55316 -2.11931
H: -2.61249 0.79027 -2.83992
H: 0.65764 3.18552 -1.33432
H: 0.56270 5.58295 -1.91748
H: -0.75826 6.32851 -3.86367
H: -1.97734 4.67381 -5.22691
H: -1.86552 2.28228 -4.65706
H: 1.60558 1.17322 -2.29817
H: 1.72473 -1.16509 -1.57439

DFT (ωB97M-V/def2-TZVPD) results for the molecule C3H7N3O2 in a non-equilibrium geometry.

E_LUMO: 0.375 eV
SMILES: N/N=C/NC(=O)CO
Kohn-Sham gap: 8.9 eV
E: -433.12817 hartree
energy above the lowest of the compared OMol25 structures with the same formula, charge and spin: 510.92 kJ/mol
M: 117.11 Da
HOMO level: -8.532 eV

Atoms and positions in Å:
N: 3.34712 -0.14444 -0.08753
N: 2.04059 -0.40566 0.30727
C: 1.15869 0.40719 -0.38102
N: -0.08980 -0.16149 -0.08863
C: -1.18438 0.67704 -0.05130
O: -1.01956 1.85252 -0.02138
C: -2.34850 -0.03824 0.36677
O: -2.22847 -1.33757 -0.15775
H: 3.74321 -1.02444 0.34165
H: 3.64844 0.67665 0.71095
H: 1.32450 1.32952 -0.88677
H: -0.25041 -1.24231 -0.15308
H: -2.63663 -0.06030 1.34819
H: -3.16903 0.62897 -0.01518
H: -2.33577 -1.15744 -1.23218

DFT (ωB97M-V/def2-TZVPD) results for a 21-piece molecular cluster, C44H82BrCl40N2O6P2 overall in a non-equilibrium geometry.

net charge: +1
E_LUMO: -4.842 eV
Kohn-Sham gap: 7.0 eV
E: -23950.90435 hartree
energy above the lowest of the compared OMol25 structures with the same formula, charge and spin: 0.00 kJ/mol
M: 2295.12 Da
HOMO level: -11.814 eV

Atoms and positions in Å:
C: -6.95782 5.14278 6.89169
C: -5.56195 4.48805 7.01043
C: -4.48101 5.13167 6.11080
C: -4.95238 5.46490 4.69847
C: -5.32175 4.20587 3.90906
C: -5.86218 4.50924 2.50482
C: -4.85798 5.23671 1.58924
C: -3.50797 4.52839 1.50438
C: -2.47199 5.33775 0.71077
C: -1.11559 4.61391 0.74009
C: -0.14590 5.05534 -0.38806
C: 0.30457 3.89609 -1.30493
C: 1.80857 3.94823 -1.61129
C: 2.59489 3.33597 -0.41807
C: 3.57498 2.22086 -0.80710
C: 3.72650 1.08278 0.23203
C: 2.40003 0.51391 0.67906
C: 1.87259 0.76061 1.94733
C: 2.48258 1.55543 3.08108
C: 3.02716 2.93163 2.75323
N: 2.58452 3.89579 3.44685
N: 0.66758 0.22870 2.23852
C: -0.05146 -0.54447 1.41790
Br: -1.68459 -1.17906 2.08970
C: 0.41272 -0.85426 0.15752
P: -0.46619 -1.94248 -1.05237
O: -1.74661 -2.51656 -0.59547
C: 1.65692 -0.29054 -0.20270
C: 2.17919 -0.58855 -1.59298
O: 1.52686 -0.34222 -2.55646
O: 3.45155 -1.11747 -1.73934
P: 3.65939 -2.68397 -1.32964
O: 5.08088 -2.97583 -1.45316
O: 2.81795 -3.65086 -2.25677
O: 3.19318 -2.85372 0.18734
H: -7.42184 5.21284 7.87497
H: -6.87736 6.16441 6.51936
H: -7.57605 4.54970 6.21816
H: -5.23541 4.62296 8.04539
H: -5.62461 3.40888 6.85758
H: -4.11353 6.02218 6.62790
H: -3.64365 4.42579 6.06631
H: -4.13855 5.97263 4.16461
H: -5.80803 6.14118 4.70268
H: -6.13548 3.72149 4.46104
H: -4.49284 3.49365 3.88025
H: -6.17894 3.55630 2.06730
H: -6.76050 5.12314 2.61828
H: -5.27802 5.18868 0.58410
H: -4.79501 6.27285 1.93069
H: -3.08548 4.35686 2.49804
H: -3.67858 3.58411 0.97362
H: -2.80466 5.50449 -0.31764
H: -2.40115 6.31546 1.20055
H: -1.33912 3.54537 0.63744
H: -0.69118 4.79439 1.73146
H: 0.71441 5.53964 0.08544
H: -0.65954 5.83583 -0.95322
H: 0.01962 2.96027 -0.81224
H: -0.25983 3.97248 -2.23790
H: 2.06659 5.00707 -1.67022
H: 2.05995 3.47269 -2.56028
H: 3.18862 4.14163 0.02275
H: 1.86066 3.03405 0.33251
H: 3.25609 1.75946 -1.74738
H: 4.56621 2.63588 -0.99329
H: 4.34783 1.34833 1.08220
H: 4.26610 0.27862 -0.26521
H: 1.67719 1.73928 3.79846
H: 3.22936 0.96779 3.62440
H: 3.76248 3.14282 1.99663
H: 3.04779 4.75546 3.14744
H: 0.26424 0.42258 3.15592
H: 0.46044 -2.96507 -1.36762
H: -0.63990 -1.20992 -2.23617
H: 3.13283 -3.56027 -3.17822
H: 2.49879 -3.53473 0.20866
C: -3.87055 9.16793 3.58385
Cl: -2.97875 9.15482 5.10986
Cl: -5.61724 9.14244 3.84163
H: -3.61318 10.06710 3.03664
H: -3.59289 8.28795 3.01371
C: 6.89638 -5.47328 -2.31288
Cl: 6.68086 -7.16719 -2.78459
Cl: 8.25564 -5.27397 -1.20056
H: 7.08847 -4.89001 -3.20566
H: 5.99694 -5.12156 -1.82437
C: 4.90627 -2.93377 -6.21163
Cl: 5.79360 -2.79858 -4.69026
Cl: 3.16370 -3.10674 -5.90596
H: 5.06723 -2.03950 -6.80212
H: 5.26041 -3.80646 -6.74619
C: 9.64472 -6.57215 1.80499
Cl: 8.77235 -7.04657 3.26822
Cl: 10.71058 -5.19014 2.08601
H: 10.24237 -7.41048 1.46622
H: 8.91414 -6.30553 1.05241
C: 7.28446 1.89797 3.03345
Cl: 8.27531 2.64991 4.27621
Cl: 5.60118 2.49124 3.08423
H: 7.69878 2.13534 2.06055
H: 7.27700 0.82531 3.18971
C: 5.85084 -9.62829 -0.04891
Cl: 6.91422 -8.72938 1.03549
Cl: 4.19039 -9.01010 -0.00030
H: 6.22401 -9.53293 -1.06175
H: 5.84338 -10.66865 0.25397
C: 11.59714 -4.20614 -2.64445
Cl: 12.78668 -5.36859 -2.05082
Cl: 12.07415 -3.51593 -4.20251
H: 10.64733 -4.71263 -2.76577
H: 11.50302 -3.40388 -1.92196
C: -5.03068 -2.70983 1.77170
Cl: -4.16062 -2.58023 3.31242
Cl: -6.76031 -2.91237 1.99572
H: -4.85609 -1.80392 1.20086
H: -4.65024 -3.57087 1.23313
C: -4.78112 -1.64413 -1.86755
Cl: -6.44220 -1.79414 -1.28995
Cl: -3.96360 -0.25387 -1.13027
H: -4.22940 -2.53969 -1.60175
H: -4.79264 -1.51559 -2.94358
C: -4.48508 3.09387 -2.83795
Cl: -3.21406 4.29616 -3.10676
Cl: -5.74955 3.70731 -1.77008
H: -4.92813 2.83276 -3.79576
H: -4.03655 2.22261 -2.37838
C: 8.51023 -5.46421 -7.48253
Cl: 7.71243 -4.48155 -6.24257
Cl: 7.34531 -6.08691 -8.65569
H: 9.23444 -4.84739 -8.00115
H: 9.00330 -6.29984 -7.00010
C: 1.15094 0.90198 6.63649
Cl: -0.34336 0.93580 5.67102
Cl: 1.71936 2.52439 7.00492
H: 0.94621 0.37637 7.56161
H: 1.91715 0.38213 6.07219
C: -8.31960 -2.32148 5.36114
Cl: -7.24890 -1.50303 6.50784
Cl: -9.97538 -1.71600 5.46819
H: -7.94921 -2.14711 4.35878
H: -8.32060 -3.38263 5.58097
C: 2.58165 -6.67069 -6.26257
Cl: 2.32079 -8.31068 -6.85732
Cl: 3.93511 -6.59394 -5.12356
H: 2.80025 -6.02437 -7.10455
H: 1.68325 -6.33664 -5.75669
C: 1.45967 -11.94183 0.68310
Cl: 1.51891 -13.03459 2.06601
Cl: -0.13174 -11.18016 0.51466
H: 2.20035 -11.16233 0.82026
H: 1.66914 -12.50592 -0.21798
C: -2.79785 -9.72921 -1.27818
Cl: -3.53736 -8.76130 0.00459
Cl: -4.00506 -10.30440 -2.43315
H: -2.07511 -9.11649 -1.80382
H: -2.30602 -10.58451 -0.83150
C: -3.21921 3.15067 -7.26217
Cl: -4.19298 2.50018 -5.93705
Cl: -2.12365 4.41663 -6.69661
H: -2.63211 2.34687 -7.68977
H: -3.88169 3.56980 -8.01002
C: -2.63003 7.38815 -4.78263
Cl: -1.27817 7.81330 -3.72335
Cl: -3.45605 8.82647 -5.39414
H: -2.25093 6.82325 -5.62561
H: -3.33759 6.79171 -4.22052
C: -7.51919 -8.39408 -0.12429
Cl: -8.97449 -8.44281 -1.12256
Cl: -7.01046 -6.73253 0.21430
H: -7.72430 -8.89063 0.81659
H: -6.71679 -8.89975 -0.64979
C: -5.57511 11.47696 -4.02459
Cl: -5.30432 12.24598 -2.45545
Cl: -5.58879 12.65632 -5.34066
H: -4.77571 10.76851 -4.20491
H: -6.53264 10.97007 -4.00216

DFT (ωB97M-V/def2-TZVPD) results for C3H3O3Tl as an isolated structure in a non-equilibrium geometry.

net charge: +4
E_LUMO (alpha / beta): -23.466 / -26.917 eV
Kohn-Sham gap (alpha / beta): 7.4 / 3.6 eV
E: -511.80380 hartree
energy above the lowest of the compared OMol25 structures with the same formula, charge and spin: 0.00 kJ/mol
M: 291.44 Da
HOMO level (alpha / beta): -30.842 / -30.549 eV

Atoms and positions in Å:
O: 1.35020 -2.13919 0.71870
Tl: 1.45705 1.85145 0.29507
O: 1.29715 -0.06817 -0.20375
C: 1.33821 -1.21121 0.05006
O: -1.69026 -0.27011 0.37627
C: -2.82778 0.18396 0.40009
H: -3.36754 1.06211 0.82997
C: -2.52878 -0.06069 -0.96884
H: -2.10555 0.74622 -1.57009
H: -2.82174 -1.01769 -1.40506

DFT (ωB97M-V/def2-TZVPD) results for an isolated ion of composition C9H13N4 and charge +1 in a non-equilibrium geometry.

net charge: +1
E_LUMO: -5.559 eV
SMILES: [H]/N=N/C=[NH+]/c1ccccc1N(C)C
Kohn-Sham gap: 5.4 eV
E: -569.42103 hartree
energy above the lowest of the compared OMol25 structures with the same formula, charge and spin: 338.70 kJ/mol
M: 177.23 Da
HOMO level: -10.981 eV

Atoms and positions in Å:
H: -5.53775 0.18632 0.25700
N: -4.73119 -0.42637 0.10364
N: -3.74400 0.14468 -0.32065
C: -2.49975 0.16227 -0.56234
N: -1.53060 0.11984 0.37287
C: -0.25232 0.75064 0.18891
C: -0.26003 2.14214 0.22525
C: 0.89523 2.88416 0.08087
C: 2.09163 2.21011 -0.12026
C: 2.11797 0.83785 -0.16658
C: 0.96250 0.03917 0.00625
N: 1.09590 -1.31751 0.01579
C: 0.00835 -2.21532 0.31195
C: 2.37596 -1.92861 -0.26497
H: -2.20183 0.34875 -1.58614
H: -1.84345 0.03445 1.33295
H: -1.20339 2.64658 0.37782
H: 0.85871 3.95901 0.13274
H: 3.01272 2.75850 -0.22969
H: 3.06558 0.35570 -0.32430
H: 0.41024 -3.18528 0.59664
H: -0.58607 -1.85350 1.14854
H: -0.64052 -2.35370 -0.55948
H: 2.25257 -3.00483 -0.33406
H: 2.78767 -1.57660 -1.21280
H: 3.09588 -1.71843 0.53008